Entry 1:
10
Properties=species:S:1:pos:R:3:forces:R:3 method="wB97M-V/def2-TZVPD" de_lowest_ev=3.562 orbital_gap_ha="0.305 / 0.305" e_lumo_ev="-0.66 / -0.66" e_tot_ha=-702.3627 largest_force_ha_per_bohr=0.113
S -0.943 0.277 -0.236 -0.21 5.74 0.77
H 0.168 2.383 -0.345 0.73 0.73 -0.38
H -0.958 1.917 1.146 -0.38 1.01 2.27
C 1.252 -1.435 0.032 -1.65 -3.03 -0.76
H 2.297 -1.549 -0.313 -0.15 0.34 0.38
C -0.560 1.871 0.204 -1.16 -4.60 -2.84
O 0.815 -0.510 0.671 1.65 -0.78 0.12
H 0.519 -2.396 -0.277 1.67 2.48 0.60
O -0.741 -0.231 -1.535 0.74 -0.60 -1.24
O -1.847 -0.327 0.651 -1.23 -1.29 1.11

Entry 2:
10
Properties=species:S:1:pos:R:3:forces:R:3 method="wB97M-V/def2-TZVPD" de_lowest_ev=1.059 orbital_gap_ha=0.375 e_lumo_ev=0.54 e_tot_ha=-702.4546 largest_force_ha_per_bohr=0.088 smiles=O[C@H]1O[C@]1(O)S
H -2.114 -0.269 -0.203 0.51 -1.06 0.46
H -0.411 -1.162 1.531 0.07 0.61 0.04
C -0.695 1.108 -0.259 -1.18 -3.69 2.38
S 2.169 0.505 0.027 -1.24 -0.26 -0.30
O -1.961 0.623 -0.469 0.30 2.25 -0.86
O -0.261 1.235 1.133 0.08 0.02 -0.30
H -0.334 1.880 -0.792 0.20 2.68 -2.25
H 2.207 -0.438 -0.950 0.01 0.30 0.36
O 0.105 -1.074 0.720 -0.05 0.56 -1.08
C 0.338 0.272 0.326 1.29 -1.40 1.55

Entry 3:
10
Properties=species:S:1:pos:R:3:forces:R:3 method="wB97M-V/def2-TZVPD" de_lowest_ev=4.270 orbital_gap_ha=0.380 e_lumo_ev=0.00 e_tot_ha=-379.4415 largest_force_ha_per_bohr=0.071 smiles="O=C(O)COO"
H -2.206 0.620 -0.772 0.15 -0.22 -0.18
H 0.723 -0.923 1.505 -0.15 0.22 0.15
H 1.612 0.248 -1.813 -0.05 0.10 0.19
O -1.292 0.803 -0.510 0.23 0.08 -0.25
O 1.472 0.446 0.179 1.03 -0.39 -3.33
H 0.143 0.838 1.630 0.16 -0.19 0.09
C 0.469 0.011 0.993 -2.22 -1.23 -1.69
C -0.743 -0.335 -0.033 -0.84 0.34 3.56
O -1.307 -1.393 0.005 0.30 0.15 -0.73
O 1.129 -0.315 -1.184 1.39 1.15 2.18

Entry 4:
10
Properties=species:S:1:pos:R:3:forces:R:3 method="wB97M-V/def2-TZVPD" de_lowest_ev=2.441 orbital_gap_ha=0.423 e_lumo_ev=0.31 e_tot_ha=-379.5087 largest_force_ha_per_bohr=0.118 smiles="O=CO.O=CO"
O -1.412 1.678 -1.547 0.36 0.74 1.11
O -1.284 2.216 0.665 -1.76 0.58 2.86
H -1.155 2.603 -1.732 -0.72 -0.18 -1.31
O 1.815 -2.893 1.169 -2.02 4.79 -2.04
C 1.287 -1.806 0.773 0.01 -5.92 1.33
O 0.244 -1.816 -0.199 1.76 0.68 2.01
H 1.400 -0.925 1.393 0.32 0.82 -0.68
H -0.336 -2.489 0.186 -0.07 -0.33 -0.60
H 0.238 1.656 -0.426 1.86 -0.92 0.21
C -0.798 1.776 -0.282 0.27 -0.25 -2.89

Entry 5:
10
Properties=species:S:1:pos:R:3:forces:R:3 method="wB97M-V/def2-TZVPD" de_lowest_ev=5.904 orbital_gap_ha=0.425 e_lumo_ev=0.80 e_tot_ha=-379.3815 largest_force_ha_per_bohr=0.066 smiles="CC(=O)OOO"
O 2.048 -0.062 0.800 -0.57 -0.70 -0.67
C -0.171 -0.095 -0.165 0.68 -0.76 0.43
H -1.761 0.087 1.286 0.25 -0.45 -1.04
H 2.289 -0.640 -1.053 0.68 2.57 2.14
O 0.662 0.348 0.818 -0.50 0.93 0.36
O 0.196 -0.792 -1.071 -0.12 0.07 -0.23
H -2.279 -0.460 -0.432 1.07 0.82 0.98
C -1.598 0.222 0.181 -1.33 -1.66 0.74
O 2.597 0.188 -0.443 -0.49 -2.06 -1.99
H -1.983 1.204 0.076 0.32 1.24 -0.72

Entry 6:
11
Properties=species:S:1:pos:R:3:forces:R:3 method="wB97M-V/def2-TZVPD" charge=-1 de_lowest_ev=3.605 orbital_gap_ha=0.336 e_lumo_ev=3.88 e_tot_ha=-720.9452 largest_force_ha_per_bohr=0.045
O 1.612 -0.728 1.256 0.21 -0.22 0.28
O 1.987 1.362 -0.275 -1.62 0.49 -0.11
O 1.855 -1.028 -1.314 -0.08 -0.37 -0.10
H -3.260 0.581 -0.090 1.54 -1.06 0.15
H -2.777 -1.225 0.272 0.26 0.95 -0.16
C -2.420 -0.181 0.080 -0.95 -0.66 0.31
O 3.350 0.811 -0.130 0.54 -1.61 0.43
P 2.036 -0.258 -0.074 1.49 1.69 -0.51
H -0.289 -0.642 0.317 -1.32 1.27 -0.26
H -0.981 1.200 -0.149 0.94 -1.37 0.50
C -1.113 0.108 0.107 -1.00 0.88 -0.54

Entry 7:
11
Properties=species:S:1:pos:R:3:forces:R:3 method="wB97M-V/def2-TZVPD" de_lowest_ev=0.000 orbital_gap_ha=0.372 e_lumo_ev=0.27 e_tot_ha=-669.1666 largest_force_ha_per_bohr=0.081 smiles=C#CO[Si](O)(O)O
H -2.256 3.276 -0.444 -0.09 0.65 0.01
Si 0.404 -0.686 -0.011 1.00 -0.74 1.49
O -0.026 -2.030 -0.806 0.36 -0.68 -0.25
H 0.621 -2.725 -1.028 -0.45 0.70 0.29
H 2.530 -0.185 0.885 -1.50 -1.36 -1.96
C -0.748 1.675 -0.625 1.74 -3.45 -1.53
O -0.255 -0.550 1.500 -1.28 -1.48 0.62
H -0.816 -1.243 2.004 1.61 1.81 -1.78
O -0.082 0.532 -0.995 -1.30 2.90 1.02
C -1.432 2.648 -0.624 -0.54 0.25 0.48
O 2.060 -0.711 0.144 0.45 1.39 1.62

Entry 8:
11
Properties=species:S:1:pos:R:3:forces:R:3 method="wB97M-V/def2-TZVPD" de_lowest_ev=5.655 orbital_gap_ha="0.334 / 0.333" e_lumo_ev="-1.00 / -1.16" e_tot_ha=-454.5811 largest_force_ha_per_bohr=0.033
C -0.233 -0.378 0.847 0.30 1.19 0.46
H -1.074 -0.107 1.502 0.15 0.03 -0.02
H -0.216 -2.138 -1.897 -0.12 0.42 -0.90
O 0.595 1.327 -0.709 0.31 -0.12 0.26
O 0.698 1.692 1.500 0.09 -0.05 0.36
C 0.432 0.946 0.413 -0.66 0.08 -0.38
O -0.608 -1.220 -0.156 -0.13 0.14 -1.26
H 0.536 -0.876 1.460 -0.21 -0.16 -0.09
H 1.023 2.561 1.218 0.00 -0.19 -0.14
O -1.001 -0.513 -1.755 -0.10 -0.74 1.52
O -0.152 -1.296 -2.424 0.35 -0.60 0.20

Entry 9:
15
Properties=species:S:1:pos:R:3:forces:R:3 method="wB97M-V/def2-TZVPD" charge=-2 de_lowest_ev=0.000 orbital_gap_ha=0.170 e_lumo_ev=4.94 e_tot_ha=-2459.8845 largest_force_ha_per_bohr=0.127
O 3.518 0.239 0.951 -0.92 1.31 1.62
O -0.513 0.539 -1.828 0.71 2.95 0.09
H 0.088 1.282 -2.056 -0.10 -0.89 0.19
O -0.685 -1.946 -0.491 0.29 -2.83 -0.91
O -2.540 -2.698 0.521 -0.72 -0.77 1.50
O -1.574 -0.680 0.855 -2.41 3.32 4.21
Zn 0.097 -0.204 -0.091 0.55 -2.18 0.59
H -0.548 1.744 1.787 -0.68 -0.34 1.53
C -1.637 -1.856 0.445 0.82 -0.67 -4.99
H -0.917 0.254 -2.608 -1.04 -1.09 -1.73
O 1.943 0.341 -0.601 -0.65 2.46 -0.07
O 1.494 -0.799 1.175 0.37 1.46 2.68
H -0.817 2.068 0.325 0.51 -0.52 0.69
O -0.195 1.609 0.933 -0.05 2.15 -1.90
C 2.286 0.106 0.684 3.33 -4.36 -3.50

Entry 10:
9
Properties=species:S:1:pos:R:3:forces:R:3 method="wB97M-V/def2-TZVPD" de_lowest_ev=3.619 orbital_gap_ha="0.239 / 0.259" e_lumo_ev="-1.62 / -1.46" e_tot_ha=-836.3573 largest_force_ha_per_bohr=0.042
H 0.079 0.178 -2.312 -0.60 0.81 0.48
P -0.255 1.517 0.071 -0.21 -1.34 -1.32
C -0.321 0.153 1.240 0.56 0.76 0.50
C -0.189 0.295 -1.250 -0.37 -1.53 0.64
P 1.024 -0.588 -0.105 -1.55 0.31 1.24
H -0.149 0.465 2.326 -0.11 -0.90 -1.60
O 2.433 -0.243 0.050 1.28 0.17 -0.19
H -1.110 -0.552 0.988 -0.25 -0.02 0.59
H -1.513 -1.226 -1.008 1.26 1.74 -0.34